[1]
The following is a DFT calculation (wB97M-V/def2-TZVPD) of a structure of composition C9H6NO3P in a non-equilibrium geometry.

Structure (XYZ):
```
20
Properties=species:S:1:pos:R:3:forces:R:3
P 1.85078 2.05612 -1.06021 0.3 -0.7 -0.6
O -0.49054 0.08732 3.43572 2.5 1.2 -1.4
O 1.81223 0.77778 -3.65175 0.7 -1.3 -1.0
O 1.19125 3.17164 -1.73521 -0.1 1.3 -0.4
N -0.29510 0.92143 1.25525 1.0 0.5 -1.7
C -1.00489 0.39102 2.24474 -3.7 -0.7 0.7
C -1.40636 -0.50579 4.13915 -1.6 -1.1 1.2
C 1.44481 -1.37862 -3.09197 -0.4 1.2 -0.6
C -2.59114 -0.62666 3.44292 3.1 1.7 0.0
C -2.36215 0.05112 2.21529 1.2 -0.9 -1.4
C -0.08321 1.19343 0.13085 0.0 -0.1 0.9
C 1.55515 -0.57189 -1.89687 0.4 -0.8 -1.6
C 1.87969 0.68613 -2.31380 -1.1 -0.2 1.4
C 1.61738 -0.52502 -4.15335 -0.4 1.4 6.3
H 1.14411 -2.40692 -3.16841 0.2 -0.2 0.0
H -2.94318 0.00284 1.25784 0.4 0.4 1.4
H -3.44093 -0.96357 3.87316 -2.6 -1.2 0.9
H 1.33221 -0.94512 -0.92490 0.3 0.1 0.6
H 1.80482 -0.62786 -5.11049 0.4 -0.5 -4.6
H -1.01494 -0.78737 5.11202 -0.7 -0.1 -0.1
```
Forces are in eV/Å.

Values from the calculation:
- Charge: 0
- E_LUMO: -0.5 eV
- Multiplicity: 1
- Relative energy (zero: lowest compared OMol25 entry of this formula, charge and spin): 1.8252 eV
- DFT total energy: -26347.0877 eV
- HOMO energy: -8.812 eV
- Maximum force: 6.5 eV/A

***

[2]
The following is a DFT calculation (wB97M-V/def2-TZVPD) of a cluster of 2 separate species, C9H6NO4 in total in a non-equilibrium geometry.

Structure (XYZ):
```
20
Properties=species:S:1:pos:R:3:forces:R:3
O 3.20900 0.81571 1.94614 0.3 0.2 -0.6
O 3.74218 1.79184 -0.08793 0.2 0.1 -0.3
O -3.66689 -0.51525 1.01655 0.5 -0.4 0.3
O -3.64760 0.76041 -1.02588 0.3 -0.6 0.6
N 1.17392 -0.78269 0.81861 3.4 -1.4 2.5
C -1.24825 -0.67038 1.16555 -1.2 -1.4 2.4
C -2.45323 -0.40060 0.57886 -0.7 1.4 -0.6
C 1.33595 -0.14330 -1.27412 -1.3 -0.1 1.7
C -0.08483 -0.48059 0.45213 0.2 -0.6 -0.4
C -1.27088 0.41067 -1.47805 1.4 0.1 -0.5
C -2.39121 0.32889 -0.69541 -0.7 0.0 -1.4
C 2.07959 -0.54955 -0.20849 -2.6 -0.2 -0.6
C 3.41631 1.23081 0.87252 0.1 0.6 1.3
C -0.03526 -0.06875 -0.87108 -0.7 0.7 -0.9
H 1.75980 0.10954 -2.16390 0.9 0.8 -2.4
H 1.53235 -1.25099 1.68996 -1.3 1.0 -1.3
H 3.11793 -0.58275 -0.19954 1.4 -0.9 0.4
H -1.31754 -1.15015 2.17121 0.5 0.4 -0.8
H -1.13630 0.84723 -2.51665 -0.9 -0.4 1.4
H -4.11504 0.29989 -0.19048 0.2 0.5 -0.8
```
Forces are in eV/Å.

Values from the calculation:
- Charge: -1
- E_LUMO: 2.9 eV
- Multiplicity: 1
- Relative energy (zero: lowest compared OMol25 entry of this formula, charge and spin): 0.9855 eV
- DFT total energy: -19111.6249 eV
- HOMO energy: -2.888 eV
- Maximum force: 4.4 eV/A

***

[3]
The following is a DFT calculation (wB97M-V/def2-TZVPD) of a structure of composition C9H7BiCl2LaNO3 in a non-equilibrium geometry.

Structure (XYZ):
```
24
Properties=species:S:1:pos:R:3:forces:R:3
Bi -0.59134 -0.17779 -0.91594 1.5 0.0 1.5
La -0.07100 -0.88636 -6.26618 1.0 0.2 5.0
Cl 1.14982 -1.91087 -1.37229 -1.1 1.3 0.2
Cl -1.32126 1.21622 -5.72255 0.0 -0.1 0.1
O -1.26575 -3.01675 0.74080 -1.9 4.3 -1.8
O -0.04195 -2.63028 -9.35918 0.4 1.7 5.6
O -0.90658 0.54934 -9.35551 1.6 -1.7 6.2
N 0.00501 0.36864 1.24400 -0.5 -1.8 0.7
C -0.60249 0.20212 -8.28010 -2.4 3.6 -9.3
C 0.01846 -2.25512 -8.26259 -0.4 -3.8 -8.5
C 0.46980 0.93938 3.96677 0.5 0.3 -0.3
C 0.75957 1.38575 5.35693 -0.4 0.0 -0.3
C 1.20478 0.00896 1.83714 0.1 0.5 -0.8
C -0.81725 1.06356 3.41012 -0.5 -0.6 -1.0
C -1.57273 -2.01486 0.25985 1.6 -5.1 2.3
C 1.46933 0.36370 3.15659 0.5 -0.7 -0.8
C -1.04801 0.66952 2.08771 0.5 0.8 0.0
H -0.13060 1.82599 5.76585 -0.3 0.2 0.4
H 1.06469 0.55583 5.98355 0.1 -0.3 0.1
H 1.55294 2.12474 5.40992 0.3 0.1 -0.2
H -1.64125 1.43665 4.02340 0.1 -0.3 -0.3
H -2.02795 0.57304 1.60561 0.1 0.7 0.6
H 1.86330 -0.55134 1.13334 0.0 0.8 1.0
H 2.48046 0.15991 3.55277 -0.7 0.1 -0.2
```
Forces are in eV/Å.

Values from the calculation:
- Charge: +4
- E_LUMO: -15.3 eV
- Multiplicity: 1
- Relative energy (zero: lowest compared OMol25 entry of this formula, charge and spin): 0.0000 eV
- DFT total energy: -48777.5919 eV
- HOMO energy: -21.268 eV
- Maximum force: 10.2 eV/A

***

[4]
The following is a DFT calculation (wB97M-V/def2-TZVPD) of an isolated molecule of C9H7ClN6O3 in a non-equilibrium geometry.

Structure (XYZ):
```
26
Properties=species:S:1:pos:R:3:forces:R:3
Cl -2.80186 2.43408 4.02523 0.4 -0.1 -0.3
O 2.37716 1.65959 0.60979 0.0 -0.3 0.6
O 1.63382 -3.20750 -2.71747 -0.3 -0.4 -1.0
O 2.35779 1.52192 2.78079 -0.8 -0.1 -1.2
N -0.79841 -0.06305 -3.59942 -0.8 -1.6 -2.8
N -0.16028 -1.24160 -3.52319 0.6 0.2 1.0
N 1.63562 -2.67318 -0.59790 -0.5 0.1 1.0
N 1.79653 1.50588 1.68569 1.0 0.7 0.6
N 0.43709 0.03192 -0.37500 1.3 0.7 0.6
N -0.76986 0.50648 -2.49138 1.2 1.4 2.0
C 0.35709 -1.36798 -2.26721 0.4 -0.8 -1.3
C -1.82717 1.79202 2.73183 1.5 0.1 -1.0
C 0.36159 1.37607 1.63551 -2.5 0.2 1.2
C 0.05666 -0.22830 -1.67585 -2.0 0.8 1.6
C -1.69136 0.60881 0.61212 -0.8 0.0 0.2
C -2.44901 1.15956 1.64568 0.2 -0.4 0.3
C -0.41520 1.93888 2.69719 0.0 0.0 0.4
C -0.30086 0.68557 0.59237 0.6 0.4 0.0
C 1.20225 -2.46406 -1.85390 1.2 -1.4 -1.3
H -3.53196 1.00723 1.68117 0.4 0.2 -0.2
H 1.96607 -3.62802 -0.47983 0.1 0.4 0.0
H 1.09994 -2.28313 0.15278 -0.1 0.2 0.4
H -2.20541 0.06117 -0.18849 0.3 0.3 0.4
H 0.10283 2.50033 3.51837 -0.5 -0.7 -0.9
H 0.11674 -1.83457 -4.28712 -0.3 0.2 -0.4
H 1.45019 0.20187 -0.31176 -0.8 0.0 0.0
```
Forces are in eV/Å.

Values from the calculation:
- Charge: 0
- E_LUMO: -1.0 eV
- Multiplicity: 1
- DFT total energy: -37048.6122 eV
- SMILES string: NC(=O)c1[nH]nnc1Nc1ccc(Cl)cc1[N+](=O)[O-]
- HOMO energy: -8.827 eV
- Maximum force: 3.4 eV/A

***

[5]
The following is a DFT calculation (wB97M-V/def2-TZVPD) of a structure of composition C9H7DyNO4S in a non-equilibrium geometry.

Structure (XYZ):
```
23
Properties=species:S:1:pos:R:3:forces:R:3
Dy -0.10871 0.32769 -0.76112 0.4 -1.2 2.8
S -1.03160 -3.26619 1.79033 1.2 1.0 0.0
O 2.72261 1.84678 0.96479 -2.7 -2.7 -2.7
O -2.92565 1.66126 1.15445 3.1 -2.5 -3.2
O -0.19207 2.10985 2.96036 0.7 -3.7 -3.0
O -0.12033 3.86449 -0.05609 -0.3 -5.6 -1.0
N 0.33474 -1.33486 0.76027 -1.0 -0.4 0.0
C -0.85728 -1.98185 0.65918 1.5 -0.6 0.9
C 1.10378 -1.80186 1.83563 -0.8 -0.5 -0.7
C -0.16468 2.72557 -0.27249 0.3 7.2 0.9
C -0.09128 -0.40327 -3.06916 0.1 1.7 -1.7
C -2.18653 1.12070 0.45160 -4.2 2.4 3.2
C 0.55406 -2.88007 2.47872 -0.7 1.1 -0.9
C -0.09295 0.96708 -3.30616 0.0 -2.2 -2.6
C -0.04576 1.25916 2.18979 -0.7 4.0 3.2
C 2.00260 1.22540 0.31623 3.6 2.8 2.7
H -1.02286 -1.00233 -3.04226 0.2 0.4 0.1
H 0.81905 1.49335 -3.65723 -0.2 -0.3 0.9
H 1.01451 -3.33353 3.35088 -0.4 -0.4 -0.1
H 2.05890 -1.34114 2.07144 -0.2 -0.1 -0.1
H -1.59893 -1.75762 -0.12939 0.2 -0.4 0.4
H -1.01234 1.50207 -3.62438 0.2 -0.3 0.8
H 0.84072 -1.00067 -3.06539 -0.2 0.4 0.1
```
Forces are in eV/Å.

Values from the calculation:
- Charge: +3
- E_LUMO (alpha / beta): -13.8 / -13.7 eV
- Multiplicity: 6
- Relative energy (zero: lowest compared OMol25 entry of this formula, charge and spin): 0.0000 eV
- DFT total energy: -54011.4885 eV
- Expectation value of S²: 9.330
- HOMO energy (alpha / beta): -20.658 / -20.660 eV
- Maximum force: 7.3 eV/A

***

[6]
The following is a DFT calculation (wB97M-V/def2-TZVPD) of an isolated molecule of C9H7F5 in a non-equilibrium geometry.

Structure (XYZ):
```
21
Properties=species:S:1:pos:R:3:forces:R:3
F -2.78535 -0.47764 0.71021 -0.8 0.0 0.0
F -0.71416 1.17810 1.91107 -0.1 0.3 0.2
F -2.03303 -2.07962 -0.54936 0.5 1.1 0.5
F -2.42570 -0.20337 -1.45001 -1.1 0.8 -0.8
F -1.83842 1.73935 0.09000 0.7 0.8 0.6
C 1.23549 -1.83595 1.15077 -2.3 1.0 -1.0
C 0.01084 -1.35036 1.21303 -0.9 2.8 -1.3
C 0.49665 2.15802 0.14169 -1.8 0.5 1.6
C 0.47585 -0.48274 -1.05048 -6.0 -1.7 1.6
C 1.40087 0.41292 -1.43955 2.5 7.5 2.1
C -1.99141 -0.70361 -0.32261 1.0 -1.5 -0.1
C -0.59796 1.23432 0.55914 -1.1 0.5 -0.7
C -0.60670 -0.16772 -0.01516 4.3 -3.8 1.2
C 1.43566 1.77242 -0.73383 4.7 -5.4 -5.8
H 0.58973 3.20983 0.38442 -0.9 -0.2 0.8
H 1.63414 -2.46055 1.85963 0.9 -1.3 1.7
H 2.36256 2.39016 -1.00115 -1.8 -0.7 0.5
H 0.24555 -1.43052 -1.49170 0.5 -0.3 -0.6
H -0.72665 -1.34241 1.97640 -0.2 -0.5 0.9
H 2.11079 0.13341 -2.17288 0.8 0.2 -0.5
H 1.72124 -1.69401 0.23037 1.2 0.2 -0.8
```
Forces are in eV/Å.

Values from the calculation:
- Charge: 0
- E_LUMO (alpha / beta): 0.8 / -3.0 eV
- Multiplicity: 3
- DFT total energy: -23027.9622 eV
- Expectation value of S²: 2.009
- HOMO energy (alpha / beta): -6.142 / -10.666 eV
- Maximum force: 9.2 eV/A

***

[7]
The following is a DFT calculation (wB97M-V/def2-TZVPD) of a structure of composition C9H7MoN2O10.

Structure (XYZ):
```
29
Properties=species:S:1:pos:R:3:forces:R:3
Mo 1.72866 -1.40388 -0.03852 0.2 0.2 0.1
O -2.53180 3.72172 -3.21993 0.0 0.0 0.0
O 1.12279 -2.94506 0.65365 -0.1 -0.1 0.1
O 3.14289 -0.66624 1.30729 -0.1 -0.1 0.0
O 0.96951 0.23749 0.57044 0.2 -0.1 0.2
O 1.35773 0.64218 -3.45477 -0.1 0.0 0.0
O -0.51435 -4.05534 -0.43651 0.0 0.0 0.1
O 0.32551 1.89750 2.64133 0.0 -0.1 0.0
O -3.33395 4.30164 -1.29915 0.0 0.0 0.0
O -1.79857 1.48894 2.67786 0.0 0.0 0.0
O 1.61743 -0.75026 -1.71548 0.1 -0.1 -0.3
N -0.75437 1.71663 2.11548 -0.1 0.1 0.0
N -2.58295 3.67643 -2.01268 -0.1 -0.1 0.0
C -1.64848 2.74763 -1.33984 0.0 0.0 0.0
C 0.21897 -4.91039 1.72309 -0.1 0.0 0.0
C 0.14745 -4.02679 0.53369 0.0 0.0 -0.1
C -1.68828 2.65246 0.04096 0.0 0.0 -0.1
C 0.09161 1.01289 -0.08493 -0.1 0.1 -0.1
C -0.79468 1.80002 0.64655 0.0 -0.1 0.0
C 0.09458 1.11980 -1.47993 0.0 0.1 0.0
C -0.76859 2.01622 -2.10489 0.0 0.0 0.0
C 1.04895 0.39023 -2.34694 0.0 0.0 0.0
H -0.53166 -5.68836 1.62358 0.0 0.0 0.0
H 1.21385 -5.35142 1.78940 0.0 0.0 0.0
H -2.39253 3.23988 0.61405 0.0 0.0 0.0
H 0.04992 -4.32704 2.62773 0.0 0.0 0.0
H 2.86377 0.11067 1.82109 0.0 0.1 0.0
H -0.75381 2.12930 -3.18024 0.0 0.0 0.0
H 4.10041 -0.77684 1.32764 0.1 0.0 0.0
```
Forces are in eV/Å.

Values from the calculation:
- Charge: +1
- E_LUMO (alpha / beta): -5.6 / -5.7 eV
- Multiplicity: 1
- Relative energy (zero: lowest compared OMol25 entry of this formula, charge and spin): 0.0000 eV
- DFT total energy: -34744.9569 eV
- HOMO energy (alpha / beta): -13.368 / -13.466 eV
- Maximum force: 0.3 eV/A

***

[8]
The following is a DFT calculation (wB97M-V/def2-TZVPD) of a cluster of 2 separate species, C9H7N5 in total in a non-equilibrium geometry.

Structure (XYZ):
```
21
Properties=species:S:1:pos:R:3:forces:R:3
N -4.26709 -1.73044 -0.33653 -0.2 -0.1 -0.1
N 0.18611 -0.39622 1.44319 -3.0 0.1 1.9
N -2.39404 0.98277 0.87359 -0.8 -0.7 -0.3
N -0.85558 -2.38302 0.62809 0.3 0.4 0.4
N -1.60432 0.12278 -1.14799 0.4 -0.6 -1.8
C -3.46594 -0.91716 -0.25174 0.1 0.3 0.7
C -0.80525 2.20174 -0.41743 -0.4 0.3 2.0
C 1.11788 -1.57353 -0.34514 -0.5 0.7 2.0
C -1.52246 1.97051 0.76988 -1.1 1.5 1.5
C -0.84757 -1.26474 1.36688 0.1 -2.2 0.8
C -0.79730 1.16631 -1.29362 -0.3 0.4 0.3
C 0.18525 -2.55191 -0.21210 -1.7 0.8 0.5
C -2.44646 0.11358 -0.15158 0.4 1.2 0.1
C 1.14141 -0.51619 0.59831 -1.4 -3.2 -1.9
H -0.10629 1.29259 -2.09751 0.1 -0.8 -0.9
H -0.24568 3.09589 -0.58408 0.4 0.3 0.1
H 1.79114 -1.73526 -1.08175 2.5 0.1 -2.0
H 0.13585 -3.41586 -0.85500 0.2 -0.2 0.0
H -1.74975 -1.23995 2.05474 1.5 0.7 -0.7
H -1.57576 2.64614 1.72392 0.7 -1.0 -2.2
H 1.84654 0.19281 0.73446 2.8 2.0 -0.3
```
Forces are in eV/Å.

Values from the calculation:
- Charge: 0
- E_LUMO: -0.2 eV
- Multiplicity: 1
- Relative energy (zero: lowest compared OMol25 entry of this formula, charge and spin): 0.9884 eV
- DFT total energy: -16894.6952 eV
- SMILES string: N#Cc1ncccn1.c1cncnc1
- HOMO energy: -9.810 eV
- Maximum force: 3.9 eV/A